Entry 1:
DFT (wB97M-V/def2-TZVPD) results for 2 unconnected molecules or ions with the total composition C4H9NO4 at a distorted geometry.

Geometry as XYZ:
```
18
Properties=species:S:1:pos:R:3:forces:R:3:nbo_charge:R:1
C 1.717475 1.199960 -0.503467 0.00 0.86 0.51 -0.595
C 0.215108 1.141217 -0.207850 0.82 -0.34 -0.81 -0.514
C -0.482344 0.367346 -1.314118 -0.05 0.11 0.45 0.699
O -0.187316 0.472946 -2.474102 0.02 -0.02 -0.45 -0.580
N -1.480945 -0.495346 -0.888725 -0.19 0.18 0.28 -0.725
C -2.085846 -0.337464 0.406761 -0.51 -1.22 -0.23 0.892
O -2.997123 0.389052 0.651363 0.26 0.44 -0.05 -0.539
O -1.650795 -1.233316 1.296159 -0.43 0.40 0.73 -0.677
H 2.228482 1.767529 0.279132 -0.06 -0.38 0.35 0.207
H 2.129118 0.197714 -0.566757 0.25 0.04 -0.26 0.202
H 1.938340 1.824941 -1.366642 -0.18 -0.58 -0.47 0.230
H 0.064576 0.638001 0.742851 -0.24 0.35 0.23 0.209
H -0.163227 2.159697 -0.245673 -0.36 -0.01 0.41 0.245
H -2.159897 -0.763681 -1.587261 0.10 0.11 -0.26 0.421
H -1.097929 -1.927961 0.931356 0.58 0.11 -0.40 0.520
O 1.042061 -2.067552 1.538354 0.31 0.31 0.00 -0.947
H 1.061724 -1.351351 2.184417 -0.26 -0.10 0.12 0.476
H 1.908537 -1.981732 1.124201 -0.06 -0.26 -0.16 0.477
```
Positions in Å, forces in eV/Å.

Results
* frontier orbital gap: 10.574 eV
* max |F|: 0.02600 hartree/bohr
* LUMO level: 0.3 eV
* spin multiplicity: 1
* energy relative to the best compared isomer or geometry (same formula, charge and spin): 0.488 eV
* structure (SMILES): CCC(=O)NC(=O)O.O

Entry 2:
DFT (wB97M-V/def2-TZVPD) results for a single C4H9NO4 molecule.

Geometry as XYZ:
```
18
Properties=species:S:1:pos:R:3:forces:R:3:nbo_charge:R:1
C -2.110167 -0.279013 0.096648 0.30 0.21 -0.29 -0.637
C -0.756476 -0.276276 -0.600106 -0.05 -0.29 0.60 0.093
O -0.506809 0.917791 -1.318103 0.25 0.02 -0.85 -0.282
O -0.383932 2.045696 -0.470236 -0.25 0.34 0.60 -0.471
C 0.399174 -0.616036 0.385741 -0.08 0.17 -0.24 -0.189
N 0.199588 0.021729 1.667891 0.11 0.02 0.13 -0.822
C 1.693510 -0.195256 -0.309177 -0.06 0.32 0.29 0.796
O 2.200809 0.893052 -0.192439 0.13 0.02 -0.03 -0.631
O 2.203592 -1.158516 -1.069379 0.13 -0.58 -0.37 -0.676
H -2.891838 -0.108671 -0.638426 -0.08 -0.03 -0.07 0.218
H -2.143092 0.511656 0.839161 -0.07 -0.02 0.08 0.232
H -2.268309 -1.233062 0.588211 -0.07 -0.11 0.12 0.216
H -0.740732 -1.009538 -1.414797 0.02 0.06 0.11 0.207
H 0.579727 2.184996 -0.409833 -0.06 -0.35 -0.18 0.481
H 0.420145 -1.700532 0.532016 -0.01 0.10 -0.08 0.220
H 0.976034 -0.173637 2.289269 -0.06 0.04 -0.02 0.365
H 0.127560 1.028015 1.555944 0.04 -0.13 0.03 0.378
H 3.001216 -0.852398 -1.532387 -0.18 0.20 0.18 0.501
```
Positions in Å, forces in eV/Å.

Results
* frontier orbital gap: 10.414 eV
* max |F|: 0.01730 hartree/bohr
* LUMO level: 0.6 eV
* spin multiplicity: 1
* energy relative to the best compared isomer or geometry (same formula, charge and spin): 3.263 eV
* structure (SMILES): C[C@@H](OO)[C@H](N)C(=O)O

Entry 3:
DFT (wB97M-V/def2-TZVPD) results for 2 unconnected molecules or ions with the total composition C4H9NO4 at a distorted geometry.

Geometry as XYZ:
```
18
Properties=species:S:1:pos:R:3:forces:R:3:nbo_charge:R:1
C -1.318992 0.751181 -0.521182 0.35 -0.16 -0.20 -0.626
C -0.171347 -0.146879 -0.972127 0.12 -0.18 0.22 -0.093
N -0.707715 -1.380334 -1.530723 -0.04 0.00 -0.09 -0.840
C 0.761120 -0.522543 0.204255 0.18 2.81 0.40 0.426
O 1.824612 -1.289748 -0.218292 0.21 -0.49 -0.05 -0.714
O 0.137478 -1.133506 1.266729 -1.12 -0.10 0.70 -0.722
H -1.984461 0.212907 0.150693 -0.06 -0.01 0.08 0.214
H -0.938705 1.650212 -0.040541 0.00 0.10 0.12 0.206
H -1.895794 1.073290 -1.386062 -0.10 0.01 -0.04 0.218
H 0.459621 0.409757 -1.687404 -0.06 -0.06 0.16 0.172
H -1.374933 -1.176088 -2.265686 0.08 -0.08 0.01 0.360
H 0.036704 -1.945094 -1.924437 -0.08 0.08 -0.06 0.365
H 1.188845 0.492464 0.627494 -0.26 -1.57 -1.25 0.074
H 1.622470 -2.205215 0.018378 0.05 0.06 0.03 0.487
H -0.490002 -0.488734 1.675207 0.77 -0.88 -0.41 0.494
O 0.185114 1.236627 2.747047 0.37 -0.78 -0.40 -0.535
C 0.999363 1.808806 2.139001 -1.32 1.62 1.55 1.007
O 1.666621 2.652896 1.717653 0.90 -0.37 -0.77 -0.492
```
Positions in Å, forces in eV/Å.

Results
* frontier orbital gap: 9.924 eV
* max |F|: 0.05534 hartree/bohr
* LUMO level: 0.4 eV
* spin multiplicity: 1
* energy relative to the best compared isomer or geometry (same formula, charge and spin): 0.965 eV
* structure (SMILES): C[C@H](N)C(O)O.O=C=O

Entry 4:
DFT (wB97M-V/def2-TZVPD) results for a single C4H9NO4 molecule at a distorted geometry.

Geometry as XYZ:
```
18
Properties=species:S:1:pos:R:3:forces:R:3:nbo_charge:R:1
C 1.071508 -1.239423 1.348123 -0.20 0.08 -0.13 -0.600
C 0.042336 -0.428205 0.560545 0.13 -0.02 -0.10 -0.166
N 0.400620 -0.389356 -0.851692 0.28 0.48 -0.04 -0.663
C -0.623318 0.204460 -1.716033 0.89 -0.30 0.18 0.508
O -1.484459 -0.837973 -2.033499 0.28 -1.23 -0.42 -0.730
O -1.357951 1.233109 -1.143451 -0.29 0.03 0.00 -0.718
C -0.047573 0.965552 1.177291 -0.57 -0.06 0.10 0.794
O -0.865662 1.309018 1.987552 0.02 -0.04 0.09 -0.598
O 0.922788 1.773917 0.730721 0.46 0.19 -0.20 -0.703
H 1.144399 -2.240789 0.933095 0.00 -0.07 -0.01 0.222
H 0.773822 -1.301553 2.391649 0.03 -0.02 0.10 0.223
H 2.048213 -0.763918 1.288457 0.11 0.02 0.01 0.211
H -0.941655 -0.899967 0.644993 0.11 0.18 0.13 0.223
H 1.276845 0.111385 -0.952271 -0.04 0.00 -0.04 0.377
H -0.113646 0.607993 -2.606347 -0.14 -0.02 0.24 0.136
H -0.872268 -1.621043 -2.070133 -1.06 0.92 0.04 0.491
H -2.165484 0.848833 -0.770933 0.11 0.06 -0.06 0.489
H 0.791485 2.667958 1.081933 -0.12 -0.20 0.12 0.503
```
Positions in Å, forces in eV/Å.

Results
* frontier orbital gap: 10.330 eV
* max |F|: 0.02730 hartree/bohr
* LUMO level: 0.7 eV
* spin multiplicity: 1
* energy relative to the best compared isomer or geometry (same formula, charge and spin): 0.646 eV
* structure (SMILES): C[C@H](NC(O)O)C(=O)O

Entry 5:
DFT (wB97M-V/def2-TZVPD) results for a single C4H9NO5S molecule at a distorted geometry.

Geometry as XYZ:
```
20
Properties=species:S:1:pos:R:3:forces:R:3:nbo_charge:R:1
C -0.691748 -2.564022 1.937937 0.44 -0.18 0.15 -0.258
O -0.000309 -1.302341 1.739755 0.33 0.85 -1.95 -0.499
C -0.069415 -0.867419 0.422800 -1.34 -1.10 1.16 0.879
O -0.672224 -1.434600 -0.466640 0.61 -0.26 0.77 -0.615
N 0.486865 0.352123 0.093921 0.86 1.70 0.99 -0.441
O 0.978425 1.316938 1.073969 -1.20 -0.98 -1.54 -0.323
C -0.088584 2.287562 1.377038 0.78 -0.37 -0.40 -0.256
S 1.151096 0.414686 -1.510687 4.39 0.93 -1.90 2.216
C -0.170188 0.492387 -2.719042 -0.13 -1.59 0.10 -0.842
O 1.980681 -0.744655 -1.815280 -1.92 0.33 0.94 -0.904
O 1.954385 1.641857 -1.618677 -2.38 -1.02 0.92 -0.912
H -0.318327 -3.309203 1.222191 -0.34 0.32 0.08 0.205
H -1.755399 -2.367431 1.816899 0.00 -0.36 0.01 0.194
H -0.453526 -2.945071 2.953474 -0.14 0.71 -0.60 0.204
H 0.385661 3.224692 1.668129 0.25 -0.23 -0.07 0.207
H -0.745229 2.476176 0.535800 0.15 -0.12 -0.32 0.189
H -0.665745 1.907708 2.191385 -0.42 -0.30 0.61 0.183
H -0.673090 -0.483555 -2.818856 0.44 0.29 0.39 0.270
H 0.261060 0.719105 -3.697076 0.29 0.34 0.46 0.267
H -0.894389 1.185061 -2.387041 -0.66 1.05 0.18 0.237
```
Positions in Å, forces in eV/Å.

Results
* frontier orbital gap: 11.230 eV
* max |F|: 0.09480 hartree/bohr
* LUMO level: 0.6 eV
* spin multiplicity: 1
* energy relative to the best compared isomer or geometry (same formula, charge and spin): 2.517 eV
* structure (SMILES): COC(=O)N(OC)S(C)(=O)=O

Entry 6:
DFT (wB97M-V/def2-TZVPD) results for a gas-phase ion, C4H9NOPS (charge +1).

Geometry as XYZ:
```
17
Properties=species:S:1:pos:R:3:forces:R:3:nbo_charge:R:1
C -0.655049 -2.208979 0.729143 0.07 0.17 -0.06 -1.015
P -1.266461 -1.230705 -0.691915 -0.09 -0.16 0.05 1.333
O -2.470840 -0.380536 -0.045477 0.12 0.26 -0.25 -0.963
N 0.070521 0.046201 -0.664906 0.12 -0.04 0.11 -0.561
C 1.214575 -0.177580 -1.223242 -0.06 0.00 -0.11 0.000
S 2.404365 1.025963 -1.108015 0.01 -0.04 0.02 0.446
C 1.377289 1.900115 0.124639 -0.06 0.00 0.00 -0.533
C -0.043702 1.435753 -0.160117 -0.02 0.05 0.00 -0.239
H -1.526129 -2.594577 1.261140 0.00 -0.08 -0.03 0.271
H -0.032733 -1.636742 1.418131 -0.07 0.01 0.05 0.243
H -0.082506 -3.056983 0.353419 0.02 -0.02 0.03 0.263
H -2.415678 -0.117869 0.879429 -0.05 -0.11 0.20 0.505
H 1.397386 -1.101509 -1.763005 0.02 0.01 0.00 0.261
H 1.488110 2.973486 0.001130 0.01 0.00 -0.01 0.271
H 1.720890 1.607868 1.116175 0.02 0.01 -0.02 0.243
H -0.506741 2.030070 -0.950256 -0.05 -0.02 0.01 0.238
H -0.673296 1.486023 0.723728 0.02 -0.06 0.02 0.235
```
Positions in Å, forces in eV/Å.

Results
* frontier orbital gap: 9.389 eV
* max |F|: 0.00734 hartree/bohr
* LUMO level: -4.2 eV
* spin multiplicity: 1
* energy relative to the best compared isomer or geometry (same formula, charge and spin): 0.000 eV
* total charge: +1

Which formula does entry 5 have?
C4H9NO5S

Which formula does entry 5 have?
C4H9NO5S

Look up the frontier orbital gap of the second one.
10.414 eV